Record 1
Molecular formula: C20H61N5O8
Method: DFT, ωB97M-V with the def2-TZVPD basis set

ORCA input file:
```
! wB97M-V def2-TZVPD RIJCOSX def2/J DEFGRID3
* xyz 0 1
C 0.606 -4.337 2.408
O -0.463 -3.632 2.993
C -0.140 -2.288 3.264
C -1.335 -1.632 3.923
C -1.722 -2.241 5.285
N -2.553 -1.849 3.049
H 0.863 -3.958 1.411
H 0.362 -5.383 2.229
H 1.509 -4.205 3.011
H 0.751 -2.199 3.894
H 0.065 -1.745 2.333
H -1.186 -0.562 4.064
H -2.472 -1.612 5.767
H -0.884 -2.345 5.983
H -2.113 -3.255 5.194
H -2.467 -2.782 2.663
H -3.338 -1.804 3.681
C 3.989 6.429 1.558
O 3.623 5.233 0.913
C 2.722 4.439 1.638
C 2.328 3.208 0.839
C 1.933 3.577 -0.598
N 1.210 2.503 1.434
H 4.809 6.215 2.250
H 3.150 6.855 2.118
H 4.308 7.184 0.843
H 3.006 4.132 2.654
H 1.810 5.037 1.798
H 3.234 2.583 0.851
H 1.071 4.240 -0.583
H 1.785 2.661 -1.166
H 2.772 4.080 -1.079
H 1.448 2.061 2.321
H 1.036 1.676 0.866
C -6.961 -2.020 -2.767
O -6.080 -2.102 -3.866
C -4.791 -1.558 -3.694
C -3.941 -2.293 -2.656
C -4.008 -1.627 -1.265
N -2.529 -2.390 -3.070
H -7.053 -0.968 -2.466
H -6.619 -2.556 -1.878
H -7.902 -2.424 -3.127
H -4.332 -1.558 -4.682
H -4.885 -0.488 -3.449
H -4.294 -3.329 -2.633
H -3.303 -2.017 -0.533
H -4.986 -1.651 -0.771
H -3.822 -0.570 -1.472
H -2.106 -1.471 -3.227
H -2.061 -2.732 -2.227
C 2.683 2.871 -3.862
O 1.645 2.131 -4.443
C 0.611 1.888 -3.541
C -0.442 0.919 -4.133
C -1.311 1.558 -5.225
N -1.300 0.464 -3.042
H 2.378 3.830 -3.427
H 3.459 3.115 -4.585
H 3.139 2.318 -3.033
H 0.898 1.451 -2.578
H 0.061 2.806 -3.276
H 0.131 0.082 -4.537
H -1.802 2.396 -4.722
H -2.068 0.852 -5.555
H -0.647 1.920 -6.006
H -0.837 -0.103 -2.340
H -1.657 1.274 -2.543
C 3.831 0.272 3.978
O 2.725 0.566 3.136
C 2.124 -0.587 2.541
C 2.958 -1.200 1.430
C 3.416 -0.250 0.312
N 2.270 -2.362 0.881
H 4.108 1.255 4.363
H 4.698 -0.065 3.408
H 3.584 -0.358 4.834
H 1.913 -1.290 3.350
H 1.206 -0.213 2.080
H 3.888 -1.581 1.867
H 3.982 0.539 0.825
H 2.569 0.203 -0.204
H 4.140 -0.697 -0.366
H 2.857 -2.922 0.275
H 1.483 -2.116 0.290
O -0.529 -3.324 -0.976
H -0.015 -3.725 -1.690
H -1.088 -4.038 -0.645
O -1.530 0.086 1.171
H -2.289 0.657 1.019
H -1.823 -0.547 1.868
O 0.516 -0.696 -0.433
H 0.222 -1.606 -0.608
H -0.202 -0.302 0.116
*
```

Output
* energy above the lowest of the compared OMol25 structures with the same formula, charge and spin: 1.351 eV
* E_HOMO: -0.3191 hartree
* LUMO energy: 0.2 eV
* structure (SMILES): COC[C@H](C)N.COC[C@H](C)N.COC[C@H](C)N.COC[C@H](C)N.COC[C@H](C)N.O.O.O
* energy: -1674.174084 a.u.
* frontier orbital gap: 8.9 eV

=====

Record 2
Molecular formula: C20H62BF4N5O8
Method: DFT, ωB97M-V with the def2-TZVPD basis set

ORCA input file:
```
! wB97M-V def2-TZVPD RIJCOSX def2/J DEFGRID3
* xyz 0 1
O 0.594 -2.523 -2.606
H 1.178 -3.124 -2.054
H 0.453 -1.688 -2.058
H -0.240 -2.975 -2.828
B 1.397 0.051 -1.094
F 1.709 0.020 -2.462
F 1.472 1.353 -0.587
F 0.157 -0.619 -0.885
F 2.327 -0.671 -0.305
C -1.876 2.248 -7.550
C -1.462 2.448 -6.092
C -0.372 1.517 -5.604
O -0.803 0.167 -5.691
C 0.183 -0.739 -5.264
N -1.043 3.837 -5.855
H -1.110 2.346 -8.319
H -2.807 2.753 -7.797
H -2.095 1.172 -7.583
H -2.345 2.275 -5.464
H -0.275 1.696 -4.522
H 0.606 1.773 -6.024
H -0.038 -1.714 -5.689
H 0.223 -0.789 -4.172
H 1.209 -0.397 -5.438
H -0.869 3.968 -4.866
H -1.746 4.474 -6.197
C -2.810 0.182 -2.382
C -3.506 -0.428 -1.174
C -4.780 -1.155 -1.580
O -5.761 -0.327 -2.163
C -6.969 -0.904 -2.559
N -2.618 -1.401 -0.519
H -3.574 0.704 -2.958
H -2.364 -0.589 -3.024
H -1.930 0.805 -2.205
H -3.848 0.330 -0.461
H -5.266 -1.450 -0.632
H -4.564 -2.035 -2.199
H -7.242 -1.824 -2.028
H -6.947 -1.081 -3.637
H -7.776 -0.211 -2.309
H -2.976 -1.570 0.417
H -1.713 -0.964 -0.383
C 4.462 0.580 5.523
C 3.016 0.979 5.789
C 2.060 -0.173 5.495
O 2.159 -0.482 4.107
C 1.311 0.223 3.245
N 2.816 1.460 7.160
H 4.777 -0.275 6.126
H 5.220 1.352 5.685
H 4.613 0.348 4.464
H 2.745 1.780 5.100
H 1.002 0.058 5.650
H 2.265 -1.040 6.125
H 1.489 -0.214 2.263
H 1.542 1.290 3.155
H 0.261 0.093 3.537
H 2.881 0.717 7.848
H 3.568 2.093 7.408
C 0.906 6.305 -0.332
C 1.307 4.836 -0.281
C 1.867 4.474 1.107
O 1.109 4.980 2.193
C 1.582 4.615 3.461
N 0.066 4.041 -0.501
H 0.332 6.444 -1.251
H 1.767 6.968 -0.420
H 0.234 6.528 0.495
H 2.059 4.663 -1.046
H 2.876 4.881 1.295
H 1.983 3.383 1.168
H 0.935 3.824 3.858
H 1.380 5.422 4.171
H 2.644 4.365 3.487
H -0.398 3.942 0.399
H 0.411 3.096 -0.671
C 0.241 -2.729 1.620
C 0.239 -3.866 2.630
C -1.101 -4.610 2.696
O -0.895 -5.742 3.532
C -2.033 -6.567 3.605
N 1.408 -4.747 2.400
H -0.546 -2.020 1.879
H -0.053 -3.180 0.666
H 1.240 -2.315 1.537
H 0.444 -3.573 3.665
H -1.378 -4.952 1.690
H -1.877 -4.010 3.181
H -2.156 -7.104 2.658
H -2.947 -5.960 3.673
H -2.034 -7.229 4.465
H 1.369 -5.130 1.454
H 1.219 -5.567 2.977
O 4.625 -2.141 -0.538
H 4.262 -1.261 -0.714
H 5.409 -1.981 -0.003
O 2.216 -3.921 -0.954
H 2.460 -4.669 -0.401
H 2.858 -3.225 -0.724
*
```

Output
* energy above the lowest of the compared OMol25 structures with the same formula, charge and spin: 0.000 eV
* E_HOMO: -0.3240 hartree
* LUMO energy: -0.3 eV
* energy: -2099.297852 a.u.
* frontier orbital gap: 8.5 eV

=====

Record 3
Molecular formula: C20H64N12O10
Method: DFT, ωB97M-V with the def2-TZVPD basis set

ORCA input file:
```
! wB97M-V def2-TZVPD RIJCOSX def2/J DEFGRID3
* xyz 0 1
C -3.214 0.464 -2.544
O -4.264 1.442 -2.380
C -4.540 1.737 -1.031
C -5.465 2.905 -0.740
C -5.086 3.489 0.596
N -6.841 2.566 -0.771
H -2.253 0.889 -2.255
H -2.984 0.201 -3.577
H -3.475 -0.452 -2.015
H -4.840 0.817 -0.530
H -3.614 2.029 -0.535
H -5.305 3.723 -1.443
H -5.464 2.773 1.326
H -5.650 4.404 0.777
H -4.057 3.844 0.662
H -7.005 2.000 0.050
H -7.106 1.918 -1.499
C -0.767 -2.628 1.782
O -0.567 -1.396 2.456
C -1.579 -1.128 3.454
C -3.102 -0.967 2.969
C -3.245 0.305 2.174
N -3.948 -0.834 4.141
H -1.493 -2.426 0.995
H -1.010 -3.505 2.382
H 0.047 -2.918 1.118
H -1.643 -2.080 3.981
H -1.202 -0.333 4.098
H -3.453 -1.843 2.423
H -3.105 1.252 2.694
H -4.175 0.315 1.606
H -2.467 0.230 1.414
H -3.919 -1.704 4.654
H -4.911 -0.672 3.884
C 5.711 -1.121 0.258
O 5.339 -1.499 1.593
C 3.957 -1.456 1.873
C 3.784 -0.907 3.290
C 4.588 -1.529 4.442
N 2.331 -1.042 3.642
H 5.035 -1.257 -0.586
H 6.698 -1.503 -0.002
H 5.782 -0.034 0.300
H 3.637 -0.597 1.285
H 3.496 -2.408 1.607
H 4.058 0.144 3.204
H 4.594 -2.611 4.571
H 4.263 -1.187 5.425
H 5.564 -1.044 4.424
H 1.788 -0.910 2.801
H 2.139 -2.031 3.726
C 1.700 -3.901 -5.747
O 1.978 -3.477 -4.424
C 2.216 -4.520 -3.479
C 2.278 -3.959 -2.026
C 3.513 -3.206 -1.608
N 1.951 -5.040 -1.053
H 1.610 -2.985 -6.330
H 0.794 -4.503 -5.813
H 2.457 -4.561 -6.171
H 1.343 -5.169 -3.543
H 2.958 -5.256 -3.789
H 1.495 -3.201 -2.041
H 3.436 -3.156 -0.522
H 3.568 -2.305 -2.218
H 4.487 -3.694 -1.650
H 1.636 -5.859 -1.553
H 1.136 -4.881 -0.478
N -1.306 3.471 -0.106
C -1.708 4.671 -0.360
N -1.498 5.570 0.564
O -2.109 4.982 -1.451
H -0.875 3.266 0.784
H -1.358 2.863 -0.911
H -1.262 5.228 1.485
H -1.715 6.555 0.615
N 1.726 2.346 3.183
C 0.528 2.741 3.068
N -0.078 2.490 4.181
O 0.015 3.298 2.142
H 2.359 2.216 2.406
H 1.930 2.047 4.126
H 0.351 1.892 4.873
H -1.078 2.630 4.179
N -0.050 0.511 0.456
C 0.506 0.251 -0.644
N -0.091 -0.836 -1.086
O 1.437 0.772 -1.219
H 0.119 1.440 0.814
H -0.380 -0.202 1.091
H 0.178 -1.022 -2.042
H -0.915 -1.266 -0.690
N 0.836 2.981 -2.587
C 0.049 2.857 -3.675
N -0.069 1.605 -4.018
O -0.365 3.766 -4.395
H 1.215 3.883 -2.334
H 0.975 2.143 -2.041
H 0.432 0.865 -3.546
H -0.524 1.342 -4.880
O 0.437 -1.360 -3.758
H 1.196 -1.939 -3.700
H 0.339 -1.183 -4.693
O 4.064 1.663 -1.956
H 3.271 1.148 -1.805
H 3.798 2.568 -1.792
*
```

Output
* E_HOMO: -0.3105 hartree
* LUMO energy: 0.0 eV
* structure (SMILES): COC[C@H](C)N.COC[C@H](C)N.COC[C@H](C)N.COC[C@H](C)N.NC(N)=O.NC(N)=O.NC(N)=O.NC(N)=O.O.O
* energy: -2209.809873 a.u.
* frontier orbital gap: 8.4 eV

=====

Record 4
Molecular formula: C20H65N19O11
Method: DFT, ωB97M-V with the def2-TZVPD basis set

ORCA input file:
```
! wB97M-V def2-TZVPD RIJCOSX def2/J DEFGRID3
* xyz 0 1
C 3.170 3.548 -1.572
O 2.876 4.691 -0.842
C 2.253 5.700 -1.620
C 3.296 6.476 -2.509
C 4.343 7.237 -1.709
N 2.711 7.398 -3.449
H 3.669 2.801 -0.954
H 3.841 3.830 -2.383
H 2.276 3.086 -1.991
H 1.422 5.280 -2.187
H 1.870 6.396 -0.874
H 3.877 5.795 -3.131
H 4.865 6.643 -0.959
H 3.916 8.086 -1.175
H 4.901 7.766 -2.482
H 2.926 8.326 -3.114
H 1.709 7.297 -3.528
C -2.132 0.255 1.503
O -2.039 -0.490 2.667
C -0.900 -0.129 3.522
C -0.826 -1.094 4.673
C -0.124 -0.463 5.914
N -0.173 -2.388 4.490
H -1.224 0.277 0.900
H -2.285 1.310 1.730
H -2.986 -0.038 0.893
H 0.047 0.000 2.998
H -1.114 0.844 3.963
H -1.873 -1.243 4.936
H 0.890 -0.106 5.731
H 0.000 -1.160 6.743
H -0.713 0.402 6.219
H -0.652 -2.704 3.659
H 0.748 -2.192 4.126
C -0.655 -4.484 1.981
O -1.961 -4.069 2.401
C -2.733 -3.531 1.342
C -4.102 -3.203 1.945
C -5.084 -2.393 0.989
N -3.827 -2.480 3.130
H -0.899 -5.268 1.264
H -0.113 -4.932 2.814
H -0.115 -3.765 1.365
H -2.337 -2.601 0.934
H -2.938 -4.078 0.421
H -4.512 -4.165 2.251
H -5.975 -2.024 1.496
H -5.439 -3.035 0.182
H -4.519 -1.599 0.501
H -3.048 -1.853 2.985
H -3.285 -3.150 3.657
N -1.548 -6.041 -2.565
C -2.034 -4.834 -2.557
N -1.080 -4.022 -2.388
O -3.223 -4.557 -2.406
H -2.178 -6.825 -2.658
H -0.569 -6.283 -2.621
H -1.302 -3.045 -2.262
H -0.165 -4.436 -2.278
N 2.066 -5.390 -0.770
C 2.057 -4.745 -1.841
N 1.648 -5.452 -2.823
O 2.307 -3.514 -1.998
H 1.718 -6.334 -0.677
H 2.201 -4.845 0.069
H 1.367 -6.421 -2.805
H 1.607 -4.992 -3.721
N 2.593 2.875 2.319
C 2.882 3.409 3.466
N 3.608 2.802 4.304
O 2.397 4.509 3.768
H 1.807 3.083 1.719
H 3.186 2.081 2.127
H 3.893 1.865 4.058
H 3.650 3.209 5.227
N 0.592 -1.446 -0.024
C 1.241 -0.275 0.011
N 0.607 0.611 -0.686
O 2.177 -0.003 0.708
H 1.051 -2.209 0.453
H -0.363 -1.551 -0.336
H -0.231 0.304 -1.159
H 0.721 1.601 -0.523
N 3.737 -2.342 1.268
C 3.059 -3.181 1.993
N 3.647 -4.370 1.955
O 1.989 -3.002 2.624
H 3.298 -1.441 1.146
H 4.524 -2.622 0.701
H 3.301 -5.097 2.565
H 4.574 -4.333 1.555
N -0.189 2.360 -5.713
C -0.896 2.751 -4.699
N -0.259 2.709 -3.572
O -1.956 3.357 -4.802
H 0.546 1.729 -5.428
H -0.595 2.281 -6.634
H -0.688 3.056 -2.726
H 0.443 1.983 -3.599
N -3.290 -0.909 -2.867
C -2.419 -0.587 -1.961
N -2.405 0.669 -1.862
O -1.653 -1.348 -1.470
H -3.990 -0.260 -3.196
H -3.461 -1.903 -2.924
H -1.716 1.233 -1.386
H -2.892 1.049 -2.662
N -3.327 4.085 -0.249
C -2.278 4.074 -1.032
N -2.615 4.767 -2.086
O -1.222 3.469 -0.945
H -4.234 4.373 -0.587
H -3.220 3.576 0.617
H -3.525 5.204 -2.115
H -1.995 4.736 -2.884
*
```

Output
* energy above the lowest of the compared OMol25 structures with the same formula, charge and spin: 6.887 eV
* E_HOMO: -0.2978 hartree
* LUMO energy: 0.0 eV
* structure (SMILES): COC[C@H](C)N.COC[C@H](C)N.COC[C@H](C)N.NC(N)=O.NC(N)=O.NC(N)=O.NC(N)=O.NC(N)=O.NC(N)=O.NC(N)=O.NC(N)=O
* energy: -2669.112929 a.u.
* frontier orbital gap: 8.1 eV

=====

- Among the records above, which one has the highest frontier orbital gap?
  C20H61N5O8

=====

- What is the energy in the third record?
  -2209.809873 a.u.

=====

- What is the E_HOMO in the first record?
  -0.3191 hartree